[1]
C22H26BrErN2O2Te as an isolated structure, computed with the ωB97M-V functional and the def2-TZVPD basis.

Energy above the lowest of the compared OMol25 structures with the same formula, charge and spin: 0.000 eV
Orbital gap (alpha / beta): 7.2 / 7.4 eV
Total charge: +2
HOMO (alpha / beta): -13.210 / -13.223 eV
Spin multiplicity: 4

Geometry (Å):
Er  14.768  9.453  6.043
O  15.390  11.349  7.303
C  14.910  12.685  7.645
C  14.917  13.549  6.392
C  14.152  12.893  5.233
C  12.825  12.345  5.671
C  11.702  13.184  5.778
C  10.600  12.743  6.481
C  10.695  11.481  7.059
C  11.805  10.688  6.805
N  12.877  11.081  6.142
H  16.234  11.204  7.752
H  15.615  13.106  8.416
H  13.911  12.618  8.153
H  15.926  13.782  6.060
H  14.409  14.453  6.689
H  14.659  11.995  4.828
H  14.016  13.672  4.456
H  11.723  14.203  5.308
H  9.774  13.446  6.679
H  9.886  11.178  7.654
H  11.857  9.638  7.161
O  20.588  11.683  3.951
C  19.365  11.312  4.266
C  18.210  11.778  3.620
C  17.053  11.089  3.983
N  16.921  10.173  4.963
C  18.000  9.921  5.680
Br  17.663  8.833  7.335
C  19.244  10.451  5.367
H  20.691  12.434  3.360
H  18.196  12.547  2.840
H  16.215  11.238  3.366
H  20.146  10.207  5.970
C  9.518  9.766  3.603
C  10.713  8.934  4.123
C  10.606  8.049  5.224
C  11.682  7.404  5.756
C  11.602  6.552  6.959
C  13.005  7.607  5.167
Te  14.679  6.526  5.913
C  13.075  8.485  4.069
C  14.353  8.696  3.254
C  11.955  9.172  3.617
H  9.062  10.398  4.371
H  8.731  9.191  3.151
H  9.854  10.472  2.861
H  9.599  7.838  5.545
H  10.632  6.642  7.475
H  12.445  6.715  7.657
H  11.734  5.499  6.702
H  14.846  9.711  3.478
H  14.070  8.777  2.194
H  15.053  7.922  3.530
H  12.089  9.898  2.785

***

[2]
C22H26Cl2N4O4OsPS4 as an isolated structure, computed with the ωB97M-V functional and the def2-TZVPD basis.

Energy above the lowest of the compared OMol25 structures with the same formula, charge and spin: 0.000 eV
Orbital gap: 5.8 eV
Total charge: +1
HOMO: -10.543 eV

Geometry (Å):
Os  0.696  -0.006  0.426
N  -5.384  -0.783  5.581
C  -4.505  -0.974  4.557
C  -3.168  -0.561  4.675
C  -2.290  -0.729  3.628
C  -2.729  -1.309  2.441
C  -4.049  -1.740  2.313
C  -4.927  -1.570  3.357
S  -1.639  -1.557  1.118
O  -0.252  -1.543  1.685
O  -2.036  -2.707  0.380
N  -1.416  -0.231  0.213
C  -2.383  0.182  -0.688
N  -2.029  1.064  -1.620
C  -3.007  1.470  -2.429
C  -4.305  1.009  -2.337
C  -4.547  0.079  -1.339
N  -3.600  -0.335  -0.510
H  -5.042  -0.521  6.487
H  -6.280  -1.234  5.554
H  -2.826  -0.122  5.604
H  -1.256  -0.437  3.739
H  -4.369  -2.205  1.392
H  -5.952  -1.905  3.260
H  -2.730  2.196  -3.186
H  -5.082  1.350  -3.003
H  -5.534  -0.346  -1.191
Cl  0.471  1.348  2.443
C  1.833  0.800  3.407
C  1.946  1.306  4.686
C  3.016  0.889  5.462
C  3.940  -0.011  4.957
C  3.795  -0.503  3.671
Cl  4.966  -1.619  3.068
C  2.728  -0.108  2.858
S  2.579  -0.767  1.224
H  1.218  2.011  5.062
H  3.130  1.271  6.467
H  4.777  -0.341  5.556
C  5.042  0.686  -3.763
C  4.569  -0.204  -2.637
C  4.192  -1.601  -3.075
O  3.456  0.468  -1.932
P  1.927  0.407  -2.226
S  1.184  1.765  -0.849
S  0.984  -1.245  -1.579
O  1.834  0.719  -3.749
C  0.693  1.045  -4.633
C  0.126  2.390  -4.238
C  -0.320  -0.075  -4.651
H  5.968  0.281  -4.171
H  5.239  1.694  -3.401
H  4.303  0.732  -4.562
H  5.325  -0.253  -1.854
H  3.416  -1.581  -3.844
H  3.849  -2.207  -2.238
H  5.072  -2.078  -3.506
H  1.190  1.117  -5.599
H  -0.357  2.332  -3.262
H  -0.617  2.691  -4.977
H  0.905  3.151  -4.213
H  -0.841  -0.151  -3.699
H  0.153  -1.030  -4.877
H  -1.054  0.132  -5.432

***

[3]
C22H26ClLuMnSi as an isolated structure, computed with the ωB97M-V functional and the def2-TZVPD basis.

Orbital gap (alpha / beta): 6.2 / 5.7 eV
Total charge: 0
HOMO (alpha / beta): -6.845 / -6.925 eV
Spin multiplicity: 4

Geometry (Å):
Lu  -0.536  1.856  0.498
Cl  -1.558  3.738  -0.575
C  -2.203  0.363  0.365
H  -2.378  -0.376  1.155
H  -1.891  -0.208  -0.532
H  -3.168  0.833  0.107
Mn  0.703  -0.532  -2.224
C  2.127  0.703  -2.574
C  -0.630  -0.182  -3.573
C  1.256  -2.242  -1.804
H  -1.263  -1.083  -3.661
H  -1.155  0.696  -3.164
H  -0.067  0.050  -4.492
H  2.989  0.320  -2.005
H  2.292  0.724  -3.665
H  1.718  1.652  -2.194
H  0.569  -3.091  -1.556
H  2.281  -2.373  -1.385
C  0.188  4.712  3.892
C  0.878  4.397  2.725
C  0.934  3.072  2.262
C  0.270  2.031  3.005
C  -0.393  2.375  4.199
C  -0.440  3.700  4.627
Si  0.569  0.224  2.569
C  2.341  -0.182  2.910
C  3.136  -0.742  1.894
C  4.471  -1.077  2.146
C  5.036  -0.834  3.406
C  4.260  -0.242  4.409
C  2.925  0.108  4.156
C  -0.475  -0.866  3.632
C  0.066  -2.051  4.166
C  -0.694  -2.842  5.034
C  -2.015  -2.495  5.338
C  -2.569  -1.335  4.789
C  -1.812  -0.534  3.928
H  0.166  5.739  4.268
H  1.395  5.186  2.174
H  1.599  2.824  1.408
H  -0.845  1.582  4.800
H  -0.964  3.951  5.549
H  2.702  -0.904  0.905
H  5.088  -1.520  1.360
H  6.082  -1.096  3.599
H  4.702  -0.036  5.388
H  2.347  0.614  4.931
H  1.084  -2.345  3.908
H  -0.267  -3.751  5.461
H  -2.603  -3.105  6.025
H  -3.601  -1.062  5.004
H  -2.252  0.365  3.492

***

[4]
C22H26F27InNO4 as an isolated structure, computed with the ωB97M-V functional and the def2-TZVPD basis.

Orbital gap: 6.1 eV
Total charge: -1
HOMO: -4.233 eV

Geometry (Å):
N  -0.815  0.777  3.401
In  0.622  1.843  2.220
C  1.365  3.553  3.518
C  0.286  4.654  3.513
C  0.324  5.610  4.707
O  -0.522  5.123  5.762
C  -0.193  2.638  0.290
C  -1.458  3.501  0.380
C  -2.714  2.700  0.400
F  -3.612  2.951  -0.619
C  -3.071  1.721  1.287
F  -3.153  0.433  0.956
F  -3.421  1.946  2.553
H  -0.343  0.391  4.214
H  -1.450  1.463  3.805
H  1.991  0.792  1.833
H  1.573  3.201  4.528
H  2.277  3.940  3.063
H  -0.685  4.149  3.518
H  0.363  5.169  2.554
H  1.326  5.752  5.090
H  -0.114  6.561  4.378
H  -1.407  5.113  5.384
H  -0.301  1.824  -0.426
H  0.590  3.282  -0.118
H  -1.530  4.132  -0.512
H  -1.446  4.204  1.219
C  4.528  2.039  -2.143
C  3.988  1.822  -0.716
C  5.014  1.568  0.393
F  5.728  0.440  0.166
F  4.390  1.420  1.575
F  3.066  0.845  -0.746
F  3.343  2.974  -0.380
O  4.517  0.931  -3.037
C  5.547  0.026  -3.063
C  5.076  -1.373  -2.663
F  4.548  -1.372  -1.427
F  6.137  -2.227  -2.654
F  6.594  0.442  -2.325
F  5.981  -0.044  -4.348
H  3.834  2.743  -2.600
H  5.495  2.542  -2.141
H  5.705  2.413  0.479
H  4.325  -1.742  -3.363
C  -4.243  -0.866  4.563
C  -3.689  -2.269  4.258
C  -4.100  -2.908  2.931
F  -5.435  -3.102  2.853
F  -3.511  -4.126  2.821
F  -3.974  -3.101  5.295
F  -2.349  -2.133  4.214
O  -5.389  -0.770  5.413
C  -6.658  -0.880  4.911
C  -7.390  -2.096  5.487
F  -6.729  -3.236  5.217
F  -8.623  -2.189  4.928
F  -6.667  -0.879  3.566
F  -7.342  0.222  5.308
H  -3.457  -0.374  5.132
H  -4.360  -0.270  3.660
H  -3.775  -2.289  2.091
H  -7.493  -1.998  6.570
C  2.589  -4.072  -6.016
C  1.989  -2.823  -5.344
C  0.684  -2.997  -4.561
F  -0.320  -3.410  -5.360
F  0.328  -1.806  -4.037
F  1.862  -1.844  -6.260
F  2.924  -2.398  -4.437
O  2.338  -4.267  -7.401
C  1.195  -4.899  -7.836
C  0.318  -3.968  -8.678
F  -0.039  -2.877  -7.978
F  -0.811  -4.622  -9.039
F  0.516  -5.448  -6.814
F  1.589  -5.917  -8.637
H  3.667  -3.925  -5.970
H  2.393  -4.976  -5.440
H  0.813  -3.711  -3.743
H  0.854  -3.650  -9.575

***

[5]
A 4-piece molecular cluster, C22H26F2N3OP overall, computed with the ωB97M-V functional and the def2-TZVPD basis.

Orbital gap: 8.8 eV
Total charge: 0
SMILES: C=CCP(CCF)CC(=O)F.c1ccncc1.c1ccncc1.c1ccncc1
HOMO: -9.041 eV

Geometry (Å):
C  -4.334  -4.034  -2.044
C  -2.984  -4.460  -2.567
C  -1.830  -4.769  -1.439
P  -1.302  -3.086  -0.611
C  -0.293  -3.649  0.937
C  -0.842  -2.894  2.308
F  0.305  -2.930  3.280
C  -0.193  -2.256  -1.925
C  -0.294  -0.621  -1.989
O  0.555  0.017  -2.842
F  -1.205  0.244  -1.206
H  -5.265  -4.233  -2.724
H  -4.372  -3.582  -0.950
H  -2.722  -4.579  -3.711
H  -2.158  -5.575  -0.635
H  -0.847  -5.145  -2.000
H  0.876  -3.552  0.792
H  -0.497  -4.809  1.111
H  -1.726  -3.523  2.804
H  -1.179  -1.796  2.055
H  -0.571  -2.656  -2.983
H  0.892  -2.673  -1.775
C  3.325  0.919  4.523
C  2.510  -0.185  4.297
C  2.209  -0.521  2.987
N  2.659  0.164  1.913
C  3.447  1.232  2.164
C  3.806  1.644  3.438
H  3.584  1.212  5.536
H  2.118  -0.770  5.121
H  1.579  -1.376  2.759
H  3.795  1.767  1.285
H  4.444  2.508  3.580
C  1.417  5.852  3.602
C  1.784  4.522  3.779
C  2.070  4.085  5.062
N  2.015  4.878  6.155
C  1.657  6.164  5.952
C  1.350  6.693  4.709
H  1.185  6.230  2.611
H  1.847  3.842  2.937
H  2.358  3.056  5.252
H  1.623  6.781  6.846
H  1.066  7.734  4.605
C  -1.216  0.359  -5.739
C  -2.533  -0.043  -5.541
C  -3.399  -0.008  -6.622
N  -3.039  0.398  -7.859
C  -1.755  0.783  -8.021
C  -0.815  0.780  -7.003
H  -0.508  0.344  -4.915
H  -2.877  -0.375  -4.568
H  -4.436  -0.314  -6.519
H  -1.492  1.106  -9.024
H  0.204  1.098  -7.190

***

[6]
One molecule with the formula C22H26N2O2, computed with the ωB97M-V functional and the def2-TZVPD basis.

Energy above the lowest of the compared OMol25 structures with the same formula, charge and spin: 1.438 eV
Orbital gap: 9.1 eV
Total charge: 0
SMILES: COc1cccc(C(=O)N[C@@H]2C[C@H]3CC[C@@H](C2)N3Cc2ccccc2)c1
HOMO: -8.456 eV

Geometry (Å):
C  -3.162  0.441  -2.343
O  -3.522  -0.792  -1.770
C  -3.042  -1.099  -0.533
C  -3.466  -2.320  -0.004
C  -3.053  -2.716  1.251
C  -2.210  -1.909  1.996
C  -1.764  -0.705  1.468
C  -0.840  0.138  2.288
O  -0.918  0.217  3.501
N  0.078  0.804  1.555
C  1.141  1.596  2.133
C  1.316  2.880  1.316
C  2.019  2.591  -0.029
C  3.491  3.058  -0.014
C  4.220  1.874  0.634
C  3.120  0.790  0.775
C  2.457  0.803  2.166
N  2.096  1.148  -0.198
C  2.281  0.656  -1.552
C  1.247  -0.398  -1.884
C  0.918  -1.382  -0.959
C  -0.031  -2.343  -1.257
C  -0.657  -2.342  -2.492
C  -0.331  -1.371  -3.423
C  0.611  -0.403  -3.118
C  -2.185  -0.296  0.206
H  -3.666  0.475  -3.308
H  -2.080  0.511  -2.496
H  -3.501  1.283  -1.730
H  -4.127  -2.933  -0.597
H  -3.394  -3.658  1.654
H  -1.887  -2.197  2.985
H  0.219  0.576  0.581
H  0.825  1.829  3.154
H  1.898  3.594  1.897
H  0.331  3.317  1.143
H  1.458  3.043  -0.850
H  3.623  3.989  0.533
H  3.839  3.216  -1.036
H  4.649  2.134  1.600
H  5.028  1.514  -0.003
H  3.520  -0.204  0.564
H  3.128  1.243  2.903
H  2.231  -0.214  2.492
H  3.281  0.219  -1.684
H  2.193  1.477  -2.271
H  1.408  -1.395  0.003
H  -0.284  -3.093  -0.523
H  -1.400  -3.089  -2.724
H  -0.817  -1.363  -4.388
H  0.855  0.356  -3.849
H  -1.857  0.658  -0.177